(1)
This record from OMol25 describes a 2-piece molecular cluster, C3H5NO2 overall in a non-equilibrium geometry. The level of theory is wB97M-V/def2-TZVPD.

Calculated values
- SMILES = CN=C=O.C=O
- F_max (Eh/bohr) = 0.0426
- LUMO level (eV) = 0.42
- HOMO energy (eV) = -9.42
- Kohn-Sham gap (eV) = 9.8

Geometry as ORCA input:
```
! wB97M-V def2-TZVPD RIJCOSX def2/J DEFGRID3
* xyz 0 1
C -1.23183 1.51140 -0.04984
N -0.20111 0.50474 -0.16265
C -0.43518 -0.60660 0.29387
O -0.73328 -1.61938 0.79190
C 1.75900 -1.27144 -0.17608
O 1.94791 -1.77156 -1.25858
H -1.96125 1.34820 -0.84286
H -1.71565 1.43965 0.92662
H -0.77036 2.49023 -0.16297
H 1.36565 -0.21150 -0.13273
H 1.97610 -1.81374 0.77331
*
```


(2)
This record from OMol25 describes a 3-piece molecular cluster, C21H26IN3O3 overall in a non-equilibrium geometry. The level of theory is wB97M-V/def2-TZVPD.

Calculated values
- SMILES = C=Cc1cc2c(cc1I)C(=O)N(OCCC)C2=O.CCCC#N.CCCC#N
- F_max (Eh/bohr) = 0.0283
- LUMO level (eV) = -1.18
- HOMO energy (eV) = -9.10
- Kohn-Sham gap (eV) = 7.9

Geometry as ORCA input:
```
! wB97M-V def2-TZVPD RIJCOSX def2/J DEFGRID3
* xyz 0 1
C 3.75153 -3.69545 2.33235
C 4.10075 -2.91444 1.28807
C 3.16156 -2.01862 0.61314
C 2.03351 -1.58330 1.31881
C 1.15970 -0.73325 0.68019
C 1.33300 -0.31022 -0.63201
C 2.44699 -0.71819 -1.35029
C 3.34455 -1.55209 -0.71285
I 5.03644 -2.13627 -1.80255
C 0.19221 0.55948 -1.00997
O 0.11543 1.40990 -1.84243
N -0.87498 0.22990 -0.05786
O -1.39897 -1.05375 -0.41546
C -2.68926 -1.22608 0.15752
C -3.29854 -2.50448 -0.43419
C -4.50678 -2.24494 -1.34967
C -0.09248 -0.06116 1.16062
O -0.42214 0.26656 2.25776
H 2.82321 -4.25878 2.32507
H 4.40092 -3.80030 3.19355
H 5.11572 -2.97391 0.90566
H 1.85031 -1.89637 2.33644
H 2.59866 -0.37653 -2.36451
H -3.33342 -0.36353 -0.02801
H -2.63652 -1.32532 1.24664
H -3.59179 -3.14120 0.40115
H -2.51167 -3.04618 -0.96122
H -5.43791 -2.34432 -0.79582
H -4.50750 -2.91978 -2.20363
H -4.43107 -1.23971 -1.76320
C 3.67116 3.52288 4.35678
C 2.80660 3.21963 3.13900
C 2.92043 1.76268 2.67688
C 4.29249 1.42704 2.29121
N 5.36632 1.16434 1.98789
H 4.73018 3.37978 4.13793
H 3.53812 4.55763 4.67162
H 3.40607 2.87854 5.19721
H 3.08874 3.88254 2.31906
H 1.76125 3.42631 3.37352
H 2.27639 1.58573 1.81544
H 2.60871 1.08382 3.47274
C -4.68671 2.32955 -3.74617
C -3.76500 1.62916 -2.75478
C -2.62078 0.87025 -3.43677
C -3.13310 -0.17352 -4.32714
N -3.53450 -0.99714 -5.01623
H -5.18010 1.61333 -4.40476
H -5.46533 2.88240 -3.22051
H -4.13163 3.03649 -4.36562
H -4.34945 0.93721 -2.14623
H -3.33147 2.36502 -2.07564
H -1.98280 0.40104 -2.69185
H -2.00619 1.55742 -4.01960
*
```


(3)
This record from OMol25 describes C27H28N2O5P2Re as an isolated structure in a non-equilibrium geometry. The level of theory is wB97M-V/def2-TZVPD.

Calculated values
- F_max (Eh/bohr) = 0.1087
- LUMO level (spin up / spin down) (eV) = -7.63 / -9.53
- HOMO energy (spin up / spin down) (eV) = -14.47 / -14.82
- Kohn-Sham gap (spin up / spin down) (eV) = 6.8 / 5.3

Geometry as ORCA input:
```
! wB97M-V def2-TZVPD RIJCOSX def2/J DEFGRID3
* xyz 2 4
C 3.92801 1.77010 -2.51231
C 2.89719 1.69737 -1.57698
C 1.56960 1.92177 -2.02374
C 1.28541 2.12840 -3.37708
C 2.33120 2.16731 -4.29797
C 3.64634 2.00388 -3.86164
C -0.16725 2.19083 -3.72316
C -0.97110 2.94110 -2.70776
C -0.61147 2.71100 -1.37688
C -1.37014 3.24774 -0.30711
C -2.46888 4.04698 -0.61689
C -2.81961 4.29624 -1.94652
C -2.08358 3.73612 -2.99247
H 4.94879 1.63371 -2.16089
H 2.10696 2.34343 -5.34983
H 4.47302 2.05366 -4.56924
H -0.32510 2.57675 -4.72910
H -3.04274 4.46345 0.20971
H -3.68566 4.92513 -2.15588
H -2.36124 3.91066 -4.03103
N 0.49805 1.90646 -1.13401
Re 0.10018 0.00002 -0.10889
C 3.15318 1.40961 -0.11970
H 2.79804 2.23073 0.52551
H 4.22403 1.25037 0.05171
C -0.93859 2.98338 1.11621
H 0.06343 3.40697 1.30477
H -1.66809 3.43512 1.79810
P 2.23602 -0.14298 0.47044
P -0.81541 1.15561 1.54819
C -2.57970 0.79688 1.89858
H -2.65083 -0.22585 2.29280
H -2.97190 1.50449 2.64246
H -3.17141 0.85831 0.97445
C -0.10968 1.20800 3.23538
H -0.78088 1.76087 3.90808
H -0.00627 0.17686 3.59988
H 0.87865 1.68446 3.22683
C 3.13399 -1.41515 -0.51437
H 4.22076 -1.26145 -0.46326
H 2.88958 -2.40826 -0.11487
H 2.81531 -1.37498 -1.56407
C 2.89116 -0.44122 2.14084
H 2.41911 -1.35145 2.53856
H 3.97966 -0.59201 2.09598
H 2.65991 0.40072 2.80500
C -0.22644 -1.61750 0.92953
O -0.41902 -2.55296 1.61012
H -0.54250 1.13386 -3.67051
O -3.64657 0.10392 -1.60593
C -2.64513 -0.59453 -1.45944
O -1.39710 -0.13853 -1.45619
C -2.78740 -2.07837 -1.24722
C -1.73206 -2.96623 -1.51768
C -1.84484 -4.30913 -1.18819
C -3.03134 -4.77384 -0.59575
C -4.11897 -3.91231 -0.38422
C -4.00183 -2.56751 -0.72222
N -3.13903 -6.14846 -0.23321
O -2.16197 -6.90297 -0.43811
O -4.21156 -6.55567 0.26708
H -0.81691 -2.60888 -1.98853
H -1.02585 -5.00099 -1.35343
H -5.02502 -4.30886 0.06015
H -4.83276 -1.88678 -0.57014
*
```


(4)
This record from OMol25 describes a 9-piece molecular cluster, C31H78N2O15 overall in a non-equilibrium geometry. The level of theory is wB97M-V/def2-TZVPD.

Calculated values
- SMILES = CC1(C)CCCC(C)(C)N1O.CC1(C)CCCC(C)(C)N1O.OCCO.OCCO.OCCO.OCCO.OCCO.OCCO.CO
- F_max (Eh/bohr) = 0.0749
- LUMO level (eV) = 0.21
- HOMO energy (eV) = -7.85
- Kohn-Sham gap (eV) = 8.1

Geometry as ORCA input:
```
! wB97M-V def2-TZVPD RIJCOSX def2/J DEFGRID3
* xyz 0 1
C 0.35831 -5.76694 -0.61047
C 0.15907 -7.21637 -1.11278
O -0.27080 -7.10686 -2.46852
O 1.15544 -4.93451 -1.49225
H 0.73664 -5.60033 0.39810
H -0.62627 -5.30339 -0.54856
H -0.55505 -7.73093 -0.46985
H 1.10276 -7.76019 -1.07016
H 0.34288 -6.57266 -2.97805
H 1.32580 -4.15443 -0.95928
C -1.65836 0.10045 1.30486
C -1.78882 1.09457 2.46918
O -0.63881 1.08285 3.35262
O -0.60428 0.44165 0.39673
H -2.60949 -0.13278 0.82625
H -1.33308 -0.85378 1.71928
H -2.67013 0.89138 3.07754
H -1.96693 2.11975 2.14453
H -0.70179 0.36253 3.98411
H 0.18302 0.46042 0.94573
C 2.51718 1.37847 -2.96739
C 1.49877 0.61891 -2.06477
O 0.19579 1.03476 -2.33763
O 2.74318 0.77946 -4.20545
H 3.49230 1.53176 -2.50508
H 2.12508 2.37155 -3.18683
H 1.79476 1.04870 -1.10781
H 1.51569 -0.46568 -2.17184
H -0.30692 0.88653 -1.53332
H 1.91907 0.81588 -4.69648
C 2.41307 -1.59581 0.58108
C 2.50737 -0.68924 1.80614
O 1.68901 0.46072 1.70690
O 1.17139 -2.26039 0.30785
H 3.16268 -2.38392 0.65235
H 2.78786 -0.94886 -0.21207
H 3.50226 -0.24550 1.76892
H 2.30158 -1.25247 2.71637
H 2.00901 1.12836 2.31801
H 0.59863 -1.49142 0.26068
C 2.69694 -5.15600 2.85320
C 3.84068 -4.31408 3.36307
O 4.40512 -3.62245 2.27240
O 2.21253 -6.06978 3.87233
H 2.89918 -5.72930 1.94847
H 1.91836 -4.46730 2.52517
H 4.66113 -4.89598 3.78301
H 3.54286 -3.63341 4.16062
H 5.31510 -3.37206 2.44798
H 1.44699 -6.40400 3.39922
C 0.39996 -3.26973 5.16861
C 0.63541 -1.72925 5.16417
O -0.22056 -1.05127 5.98119
O -0.94323 -3.60192 4.88295
H 0.67111 -3.59397 6.17332
H 1.07798 -3.80519 4.50404
H 0.46381 -1.54127 4.10430
H 1.67082 -1.45971 5.37240
H 0.02035 -1.09278 6.90954
H -1.46821 -3.03328 5.45097
C 0.54091 7.72779 0.97914
C 1.72349 6.97449 0.28253
C 2.07717 5.69559 1.08268
C 1.11448 4.48469 0.86500
C 0.90287 4.28499 -0.66631
C 0.49802 5.52987 -1.46985
N 1.44250 6.64515 -1.14271
O 1.32355 7.76453 -1.94799
C 0.58509 5.12621 -2.96144
C -0.97029 5.87691 -1.18800
C 2.99734 7.80329 0.36902
H 0.03076 7.11102 1.71904
H -0.19667 8.08907 0.26252
H 0.95045 8.50466 1.62479
H 3.12633 5.41006 1.00633
H 1.97246 5.89382 2.14937
H 0.20031 4.76528 1.38812
H 1.55763 3.58678 1.29567
H 0.13991 3.50784 -0.62132
H 1.81503 3.78577 -0.99319
H 1.60275 5.18015 -3.34815
H 0.28024 4.09760 -3.15416
H -0.09966 5.69585 -3.58971
H -1.66698 5.10031 -1.50361
H -1.14409 6.00337 -0.11940
H -1.25850 6.79189 -1.70554
H 3.85607 7.25627 -0.02014
H 3.19075 8.04240 1.41474
H 2.90440 8.77116 -0.12360
H 2.11256 7.63871 -2.48019
C -1.90009 -3.10743 -4.16388
C -2.38609 -2.33395 -2.86837
C -2.68452 -0.83450 -3.29767
C -3.98562 -0.62954 -3.95798
C -5.10318 -1.14181 -3.04969
C -5.01532 -2.66773 -2.76600
N -3.61769 -2.91918 -2.22772
O -3.46004 -4.17961 -1.82037
C -6.05062 -2.99632 -1.62278
C -5.45365 -3.42741 -4.02450
C -1.16758 -2.30127 -1.87118
H -2.62043 -3.37994 -4.93521
H -1.59147 -4.10850 -3.86269
H -1.01519 -2.65807 -4.61459
H -2.58965 -0.17207 -2.43727
H -2.00138 -0.32791 -3.97942
H -4.00603 -1.13545 -4.92325
H -3.97744 0.44950 -4.11193
H -6.12609 -0.96433 -3.38176
H -5.01451 -0.53977 -2.14537
H -5.80431 -2.58762 -0.64278
H -7.04628 -2.67668 -1.93034
H -6.18692 -4.07395 -1.53196
H -5.22918 -3.02048 -5.01047
H -5.12022 -4.46432 -3.98288
H -6.54153 -3.38519 -3.97122
H -0.20858 -1.94738 -2.24956
H -1.07387 -3.37785 -1.72872
H -1.39583 -1.88989 -0.88793
H -3.06297 -4.66803 -2.54520
C 2.20898 2.60020 4.38236
O 3.30621 2.33601 3.60388
H 1.85706 1.70511 4.89525
H 2.41409 3.36876 5.12758
H 1.52848 2.91297 3.59040
H 3.68780 3.09912 3.16384
*
```


(5)
This record from OMol25 describes a 8-piece molecular cluster, H13O6S overall in a non-equilibrium geometry. The level of theory is wB97M-V/def2-TZVPD.

Calculated values
- F_max (Eh/bohr) = 0.0733
- LUMO level (eV) = 3.08
- HOMO energy (eV) = -4.05
- Kohn-Sham gap (eV) = 7.1

Geometry as ORCA input:
```
! wB97M-V def2-TZVPD RIJCOSX def2/J DEFGRID3
* xyz -1 1
S 1.22342 4.03775 -2.10190
H 0.16231 2.47942 -1.99188
H 1.00125 2.49203 -0.45367
H 1.47652 3.04038 0.88207
O 1.02328 2.27300 0.51846
H -1.39282 -1.91722 -3.30887
H -0.44746 -1.94202 -2.15075
O -1.18770 -2.44866 -2.53390
H -0.95159 2.02965 3.08299
H 0.02374 1.71978 1.98387
O -0.16453 1.49957 2.91945
H -1.20039 -3.63708 -0.14086
H -0.46418 -2.98565 1.12528
O -0.96021 -3.73928 0.78244
H 0.42732 0.55434 -1.69835
H 0.33379 -0.44942 -0.58846
O 0.43353 -0.40394 -1.54879
H -0.37113 -0.67408 2.26194
H 0.96324 -0.79505 1.42163
O 0.07160 -1.13352 1.53931
*
```


Question: What is the F_max in the first record?
Answer: 0.0426 Eh/bohr


Question: F_max of number 1 (C3H5NO2)?
Answer: 0.0426 Eh/bohr


Question: The lowest F_max belongs to which entry?
Answer: C21H26IN3O3


Question: Among the records above, which one has the lowest F_max?
Answer: C21H26IN3O3